[1]
A single C5H8O2 molecule, computed with wB97M-V/def2-TZVPD.

Each line ends with the Mulliken charge.
Atoms and positions in Å:
C (-0.12, 1.00, -1.52)  -1.3758
C (-0.56, 0.19, -0.35)  0.3947
C (0.00, 0.44, 1.09)  -0.3590
O (1.26, 1.04, 1.15)  -0.5631
C (-0.01, -1.09, 1.22)  -0.0550
O (1.10, -1.50, 0.45)  -0.4788
C (-0.15, -1.29, -0.22)  -0.4679
H (-0.51, 0.52, -2.42)  0.3542
H (0.97, 1.01, -1.56)  0.2710
H (-0.49, 2.03, -1.47)  0.3635
H (-1.66, 0.19, -0.22)  0.3263
H (-0.63, 0.99, 1.79)  0.4197
H (1.89, 0.38, 0.82)  0.3806
H (-0.55, -1.71, 1.92)  0.3706
H (-0.54, -2.20, -0.67)  0.4191

SMILES: C[C@@H]1[C@H](O)[C@@H]2O[C@H]12
Gap between HOMO and LUMO in hartree: 0.399
Lowest unoccupied orbital energy in eV: 1.01



[2]
A molecular structure, C5H8O2, computed with wB97M-V/def2-TZVPD.

Each line ends with the Mulliken charge.
Atoms and positions in Å:
C (1.30, -0.03, 0.81)  -1.1279
C (0.94, 0.36, -1.02)  -0.2825
C (-0.15, -0.72, -1.22)  -0.5218
C (-0.53, -0.24, 0.10)  0.4461
O (-1.15, -0.95, 1.08)  -0.5040
C (-0.88, 1.22, -0.07)  -0.4848
O (0.20, 1.55, -0.93)  -0.2702
H (1.90, -0.94, 0.67)  0.3445
H (0.78, -0.12, 1.78)  0.4460
H (1.95, 0.83, 0.88)  0.3690
H (-0.83, -0.52, -2.04)  0.2394
H (0.27, -1.73, -1.24)  0.3629
H (-1.14, -1.88, 0.85)  0.3654
H (-1.87, 1.37, -0.51)  0.3155
H (-0.80, 1.80, 0.86)  0.3026

Gap between HOMO and LUMO in hartree: 0.307
Lowest unoccupied orbital energy in eV: 0.55



[3]
A molecular structure, C5H8O2, computed with wB97M-V/def2-TZVPD.

Each line ends with the Mulliken charge.
Atoms and positions in Å:
C (-1.83, -0.25, -0.39)  -1.2330
C (-0.69, 0.70, -0.05)  0.3517
O (-0.44, 0.70, 1.39)  -0.4391
C (0.93, 0.38, 1.16)  0.0307
C (1.07, -0.94, 0.45)  -0.9181
C (0.77, 0.32, -0.32)  0.2757
O (1.56, 0.87, -1.31)  -0.5281
H (-1.47, -1.28, -0.43)  0.2575
H (-2.58, -0.19, 0.41)  0.3016
H (-2.31, 0.00, -1.34)  0.3530
H (-0.89, 1.73, -0.38)  0.3504
H (1.68, 0.81, 1.81)  0.3810
H (0.30, -1.70, 0.56)  0.1618
H (2.09, -1.31, 0.37)  0.3070
H (1.80, 0.17, -1.93)  0.3478

Gap between HOMO and LUMO in hartree: 0.364
Lowest unoccupied orbital energy in eV: 0.79



[4]
A single C5H8O2 molecule, computed with wB97M-V/def2-TZVPD.

Each line ends with the Mulliken charge.
Atoms and positions in Å:
C (-1.35, 0.46, 1.72)  -0.7737
C (-0.43, -0.38, 1.27)  -0.1365
C (0.89, 0.14, 0.83)  0.4838
O (1.52, 0.97, 1.46)  -0.5454
C (1.30, -0.35, -0.54)  -0.4199
C (0.36, 0.18, -1.65)  -0.5228
O (-1.03, 0.07, -1.40)  -0.5004
H (-2.39, 0.16, 1.86)  0.2877
H (-1.10, 1.51, 1.87)  0.2866
H (-0.68, -1.41, 1.02)  0.2884
H (2.32, 0.00, -0.75)  0.3232
H (1.31, -1.45, -0.54)  0.3191
H (0.54, -0.42, -2.55)  0.2843
H (0.63, 1.21, -1.88)  0.2962
H (-1.34, 0.89, -1.00)  0.3295

SMILES: C=CC(=O)CCO
Gap between HOMO and LUMO in hartree: 0.378
Lowest unoccupied orbital energy in eV: 0.57



[5]
A single C5H8O2 molecule, computed with wB97M-V/def2-TZVPD.

Each line ends with the Mulliken charge.
Atoms and positions in Å:
C (-0.13, 1.73, 0.09)  -1.3844
C (0.36, 0.37, 0.56)  0.3094
C (0.88, -0.69, -0.50)  -0.4200
O (0.79, -0.28, -1.84)  -0.5603
C (-0.19, -1.69, 0.06)  -0.1198
O (-1.40, -1.01, -0.27)  -0.4381
C (-0.73, -0.63, 0.93)  -0.4360
H (-0.50, 2.31, 0.94)  0.3911
H (-0.96, 1.62, -0.61)  0.3122
H (0.67, 2.29, -0.39)  0.3157
H (1.11, 0.47, 1.35)  0.3827
H (1.90, -1.02, -0.36)  0.4138
H (-0.12, -0.01, -2.03)  0.3708
H (-0.33, -2.76, 0.26)  0.4133
H (-1.34, -0.70, 1.82)  0.4496

SMILES: C[C@@H]1[C@H](O)[C@@H]2O[C@H]12
Gap between HOMO and LUMO in hartree: 0.400
Lowest unoccupied orbital energy in eV: 1.03



[6]
A single C5H8O2 molecule, computed with wB97M-V/def2-TZVPD.

Each line ends with the Mulliken charge.
Atoms and positions in Å:
O (-2.05, 1.19, 0.26)  -0.5227
C (-2.12, -0.18, 0.56)  -0.4994
C (-1.04, -0.94, -0.17)  -0.4065
O (0.19, -0.34, 0.24)  -0.1843
C (1.18, -0.27, -0.62)  0.1193
C (2.34, 0.41, -0.38)  -0.1928
C (2.44, 1.22, 0.78)  -0.7387
H (-1.19, 1.50, 0.58)  0.3335
H (-3.10, -0.53, 0.23)  0.3655
H (-2.03, -0.36, 1.64)  0.2873
H (-1.16, -0.84, -1.26)  0.3892
H (-1.02, -2.00, 0.11)  0.2695
H (1.03, -0.81, -1.56)  0.2996
H (3.08, 0.28, -1.17)  0.2909
H (3.45, 1.68, 0.76)  0.1894

Gap between HOMO and LUMO in hartree: 0.277
Lowest unoccupied orbital energy in eV: -0.44



[7]
A single C5H8O2S molecule, computed with wB97M-V/def2-TZVPD.

Each line ends with the Mulliken charge.
Atoms and positions in Å:
O (-0.07, 2.54, 1.43)  -0.5609
C (0.27, 1.69, 0.63)  0.5266
O (-0.19, 1.67, -0.63)  -0.4200
C (1.35, 0.67, 0.93)  -0.3765
C (1.19, -0.65, 1.03)  -0.2534
C (0.00, -1.52, 0.94)  -0.4631
C (-1.07, -1.33, -0.10)  -0.8148
S (-0.48, -1.25, -1.82)  -0.2779
H (0.08, 0.83, -1.07)  0.2986
H (2.22, 1.10, 1.39)  0.3514
H (2.10, -1.12, 1.38)  0.3564
H (-0.50, -1.51, 1.97)  0.2957
H (0.35, -2.58, 0.93)  0.3608
H (-1.55, -0.39, 0.03)  0.4496
H (-1.87, -2.11, 0.00)  0.3637
H (-1.68, -1.15, -2.40)  0.1638

SMILES: O=C(O)/C=C\CCS
Gap between HOMO and LUMO in hartree: 0.377
Lowest unoccupied orbital energy in eV: 0.43



[8]
A molecular structure, C5H8O3, computed with wB97M-V/def2-TZVPD.

Each line ends with the Mulliken charge.
Atoms and positions in Å:
C (2.18, -0.01, 0.02)  -0.2702
C (0.13, -0.90, 0.09)  0.2289
C (-1.44, -0.94, -0.03)  -0.6583
C (-1.43, 0.59, -0.42)  -0.5695
C (-0.02, 1.03, 0.41)  -0.1383
H (2.75, -0.39, -0.67)  0.4412
H (2.53, 0.00, 1.10)  0.2223
H (0.09, -0.20, -0.70)  0.3546
H (-1.90, -1.25, 0.87)  0.3108
H (-2.24, -1.46, -0.72)  0.2797
H (-2.17, 1.31, 0.15)  0.3126
H (-1.31, 0.81, -1.50)  0.2992
H (0.02, 1.96, 0.82)  0.5826
O (1.37, -1.48, -0.19)  -0.5903
O (1.39, 1.09, -0.35)  -0.4284
O (0.05, -0.14, 1.11)  -0.3769

Gap between HOMO and LUMO in hartree: 0.372
Lowest unoccupied orbital energy in eV: 1.02



[9]
A single C5H8O3 molecule, computed with wB97M-V/def2-TZVPD.

Each line ends with the Mulliken charge.
Atoms and positions in Å:
C (0.75, -1.98, 0.13)  -1.0942
C (0.97, -0.68, 0.34)  0.7179
O (2.02, -0.22, 1.07)  -0.4973
C (0.16, 0.55, -0.37)  0.4866
C (0.82, 1.61, -0.78)  -0.7982
C (-1.23, 0.14, -0.22)  -0.0403
O (-1.64, -0.04, 1.08)  -0.4920
O (-1.94, 1.39, -0.86)  -0.6140
H (1.45, -2.73, 0.48)  0.2569
H (-0.16, -2.32, -0.32)  0.2073
H (2.57, -0.96, 1.36)  0.3134
H (1.89, 1.65, -0.67)  0.3045
H (0.30, 2.47, -1.17)  0.3040
H (-1.52, -0.66, -0.92)  0.2981
H (-2.56, -0.34, 1.08)  0.3470
H (-1.88, 2.12, -0.23)  0.3002

SMILES: C=C(O)C(=C)C(O)O
Gap between HOMO and LUMO in hartree: 0.349
Lowest unoccupied orbital energy in eV: 0.66



[10]
2 unconnected molecules or ions with the total composition C5H8O3, computed with wB97M-V/def2-TZVPD.

Each line ends with the Mulliken charge.
Atoms and positions in Å:
C (-0.32, 0.28, 0.07)  -0.2152
C (-1.28, -0.46, -0.46)  0.6651
C (2.01, -0.31, -0.36)  0.4626
C (-2.79, -0.25, -0.10)  -0.9205
C (2.72, 0.70, 0.44)  -0.9425
O (2.32, -1.17, -1.10)  -0.3872
O (-0.22, 1.32, 0.93)  -0.4651
O (-1.07, -1.43, -1.42)  -0.4915
H (-3.15, -1.31, -0.02)  0.3042
H (-2.84, 0.25, 0.90)  0.2707
H (-3.22, 0.30, -0.99)  0.2455
H (3.72, 0.77, 0.06)  0.3698
H (2.67, 0.32, 1.49)  0.2552
H (2.16, 1.56, 0.16)  0.2668
H (-0.63, 1.06, 1.80)  0.2889
H (-0.06, -1.63, -1.40)  0.2932

Gap between HOMO and LUMO (spin up / spin down) in hartree: 0.307 / 0.307
Lowest unoccupied orbital energy (spin up / spin down) in eV: 0.59 / 0.59



[11]
A single C5H8O3 molecule, computed with wB97M-V/def2-TZVPD.

Each line ends with the Mulliken charge.
Atoms and positions in Å:
C (-0.66, 0.86, 1.40)  -0.6557
C (1.43, -0.28, 0.01)  0.8114
C (-0.40, -1.64, -0.38)  -0.6435
C (-0.89, -0.39, -0.90)  0.2023
C (2.49, 0.31, -0.47)  -0.8681
O (0.89, -1.40, 0.22)  -0.2162
O (-0.13, 0.84, 0.07)  -0.4681
O (-2.25, -0.28, -0.88)  -0.4727
H (-2.53, 0.40, -1.51)  0.3706
H (-1.01, -2.14, 0.37)  0.2620
H (-0.42, 0.00, -1.81)  0.2810
H (-0.46, 1.85, 1.80)  0.2463
H (-1.73, 0.66, 1.38)  0.2928
H (-0.20, 0.10, 2.04)  0.3008
H (2.60, 1.38, -0.39)  0.2737
H (3.25, -0.27, -0.97)  0.2835

Gap between HOMO and LUMO in hartree: 0.283
Lowest unoccupied orbital energy in eV: 0.61



[12]
A molecular structure, C5H8O3Zn, computed with wB97M-V/def2-TZVPD.

Each line ends with the Mulliken charge.
Atoms and positions in Å:
O (-1.36, -2.40, -0.36)  -0.6782
C (1.02, -2.80, 1.20)  -0.2705
C (1.46, -1.73, 0.77)  -0.1185
O (1.01, -0.73, -0.01)  -0.0393
C (1.20, 0.62, 0.49)  -0.4321
C (0.70, 1.55, -0.60)  -0.2597
O (-0.61, 1.11, -0.98)  -0.1871
C (-1.33, 2.05, -1.77)  -0.6884
Zn (-0.79, -0.85, -1.01)  0.0769
H (1.13, -3.78, 1.65)  0.3421
H (2.27, 0.78, 0.67)  0.3707
H (0.63, 0.75, 1.41)  0.3297
H (1.35, 1.53, -1.48)  0.3251
H (0.65, 2.57, -0.20)  0.3793
H (-2.28, 1.59, -2.06)  0.2370
H (-1.52, 2.96, -1.18)  0.2897
H (-0.75, 2.31, -2.67)  0.3233

Gap between HOMO and LUMO in hartree: 0.252
Lowest unoccupied orbital energy in eV: -0.03



[13]
2 unconnected molecules or ions with the total composition C5H8O4, computed with wB97M-V/def2-TZVPD.

Each line ends with the Mulliken charge.
Atoms and positions in Å:
C (1.46, 0.11, 0.45)  -0.0800
C (2.98, -0.01, 0.59)  -1.0641
C (0.93, 1.40, 1.13)  0.3579
O (-0.01, 1.98, 0.54)  -0.7070
O (1.47, 1.72, 2.22)  -0.7694
H (1.17, 0.08, -0.60)  0.2350
H (0.95, -0.67, 1.02)  0.1551
H (3.27, -0.56, 1.50)  0.2308
H (3.53, 0.93, 0.68)  0.2838
H (3.45, -0.59, -0.21)  0.3544
C (-2.94, -0.11, -0.67)  -0.7336
C (-2.43, -1.30, -1.56)  0.5499
O (-1.76, -1.06, -2.59)  -0.7258
O (-2.83, -2.42, -1.14)  -0.7474
H (-2.43, -0.11, 0.29)  0.1583
H (-4.01, -0.27, -0.52)  0.2806
H (-2.80, 0.87, -1.14)  0.2217

Gap between HOMO and LUMO in hartree: 0.277
Lowest unoccupied orbital energy in eV: 6.37
Net charge: -2



[14]
A single C5H8O4S molecule, computed with wB97M-V/def2-TZVPD.

Each line ends with the Mulliken charge.
Atoms and positions in Å:
C (-1.20, 0.92, -0.67)  -1.2162
C (-0.04, -0.17, -0.69)  0.0983
O (-0.70, -1.34, -0.24)  -0.3447
C (-0.05, -2.50, -0.18)  0.6187
O (-0.76, -3.40, 0.46)  -0.4678
S (1.50, -2.79, -0.64)  -0.2853
C (1.28, 0.12, 0.01)  -0.2075
O (2.46, 0.09, -0.70)  -0.5911
C (1.19, 0.25, 1.30)  -0.1812
O (-0.01, 0.31, 2.00)  -0.4836
H (-1.31, 1.08, 0.42)  0.3027
H (-2.02, 0.39, -1.05)  0.3824
H (-0.93, 1.82, -1.34)  0.3030
H (0.17, -0.54, -1.74)  0.5080
H (-1.71, -3.26, 0.58)  0.3630
H (2.20, -0.56, -1.39)  0.3996
H (1.94, 0.59, 1.91)  0.4656
H (0.24, 0.54, 2.85)  0.3361

SMILES: C[C@H](OC(O)=S)/C(O)=C\O
Gap between HOMO and LUMO in hartree: 0.333
Lowest unoccupied orbital energy in eV: 0.50



[15]
A single C5H8OS molecule, computed with wB97M-V/def2-TZVPD.

Each line ends with the Mulliken charge.
Atoms and positions in Å:
C (-1.05, 1.33, -0.30)  -1.0220
S (-1.78, -0.47, -0.51)  -0.1937
C (-0.24, -1.24, 0.12)  -0.0851
C (0.93, -0.92, -0.88)  -0.6883
O (0.97, 0.58, -1.01)  -0.4408
C (0.30, 0.89, 0.12)  0.1403
C (0.10, -0.24, 1.16)  -0.7895
H (-1.05, 1.50, -1.36)  0.4161
H (-1.42, 1.90, 0.44)  0.4912
H (-0.28, -2.24, 0.50)  0.4263
H (1.80, -1.34, -0.49)  0.4022
H (0.54, -1.32, -1.83)  0.3747
H (0.57, 1.94, 0.52)  0.3287
H (-0.54, 0.08, 1.92)  0.4108
H (1.15, -0.44, 1.60)  0.2291

SMILES: C1S[C@H]2CO[C@@H]1C2
Gap between HOMO and LUMO in hartree: 0.347
Lowest unoccupied orbital energy in eV: 0.85



[16]
A single C5H8OS molecule, computed with wB97M-V/def2-TZVPD.

Each line ends with the Mulliken charge.
Atoms and positions in Å:
C (0.73, 1.28, 0.36)  -0.5356
C (1.67, 0.17, -0.30)  -0.4718
S (1.20, -1.48, -0.04)  -0.1603
C (-0.48, -1.05, 0.49)  -0.1447
C (-1.93, -0.96, -0.08)  -0.4972
C (-0.91, 0.00, -0.50)  -0.0742
O (-0.59, 1.40, -0.18)  -0.4214
H (0.54, 1.14, 1.52)  0.2282
H (1.27, 2.17, 0.17)  0.3819
H (1.72, 0.50, -1.40)  0.2943
H (2.72, 0.32, 0.08)  0.3956
H (-0.51, -0.76, 1.55)  0.2452
H (-2.76, -0.70, 0.65)  0.2552
H (-2.18, -1.66, -0.85)  0.2286
H (-0.49, -0.38, -1.49)  0.2762

SMILES: C1CS[C@@H]2C[C@H]2O1
Gap between HOMO and LUMO in hartree: 0.353
Lowest unoccupied orbital energy in eV: 0.96



[17]
A single C5H8OS2 molecule, computed with wB97M-V/def2-TZVPD.

Each line ends with the Mulliken charge.
Atoms and positions in Å:
C (2.31, -0.10, -0.23)  -1.1249
C (1.06, 0.68, 0.28)  -0.4028
C (-0.23, 0.39, -0.49)  -0.0804
C (-1.44, 1.25, -0.19)  0.2236
O (-2.08, 2.24, -0.21)  -0.4787
C (-1.49, -0.33, 0.12)  0.0494
S (-2.46, -1.25, -1.00)  -0.2605
S (-1.29, -0.98, 1.85)  -0.2521
H (2.10, -1.08, 0.19)  0.2930
H (3.28, 0.29, 0.08)  0.3156
H (2.25, -0.57, -1.24)  0.3208
H (1.38, 1.69, 0.29)  0.3739
H (0.90, 0.41, 1.38)  0.3078
H (-0.02, 0.33, -1.59)  0.4081
H (-3.75, -0.83, -0.75)  0.1496
H (-0.53, -2.15, 1.50)  0.1576

SMILES: CC[C@@H]1C(=O)C1(S)S
Gap between HOMO and LUMO in hartree: 0.337
Lowest unoccupied orbital energy in eV: 0.32



[18]
A single C5H8OS2 molecule, computed with wB97M-V/def2-TZVPD.

Each line ends with the Mulliken charge.
Atoms and positions in Å:
C (2.23, 1.15, -1.31)  -1.3563
C (1.16, 0.47, -0.35)  0.0188
S (0.82, -1.11, -1.12)  -0.1387
C (-0.42, -1.69, -0.02)  -0.7564
C (-0.70, -1.11, 1.37)  -0.5271
C (-1.22, 0.24, 1.17)  0.4903
O (-2.37, 0.51, 1.59)  -0.5590
S (-0.44, 1.41, 0.03)  -0.1052
H (1.96, 1.19, -2.41)  0.3358
H (3.17, 0.52, -1.21)  0.3491
H (2.42, 2.07, -0.89)  0.4370
H (1.53, 0.39, 0.68)  0.3697
H (-1.23, -1.61, -0.61)  0.4784
H (-0.16, -2.73, 0.27)  0.3792
H (-1.50, -1.82, 1.84)  0.2716
H (0.34, -1.31, 1.81)  0.3128

SMILES: C[C@@H]1SCCC(=O)S1
Gap between HOMO and LUMO in hartree: 0.350
Lowest unoccupied orbital energy in eV: 0.62



[19]
A single C5H8OS2 molecule, computed with wB97M-V/def2-TZVPD.

Each line ends with the Mulliken charge.
Atoms and positions in Å:
S (2.29, 1.78, 0.56)  -0.2467
C (0.95, 0.97, 1.46)  -0.9105
C (0.03, 0.13, 0.56)  0.5325
C (-1.26, 0.50, 0.53)  -0.3136
S (-2.49, -0.35, -0.47)  -0.1305
C (-1.30, -1.28, -1.54)  -0.4116
O (-0.37, -1.93, -0.71)  -0.3866
C (0.59, -0.97, -0.25)  -0.5495
H (1.60, 2.43, -0.37)  0.1267
H (0.38, 1.78, 1.95)  0.3280
H (1.40, 0.38, 2.25)  0.3870
H (-1.65, 1.29, 1.18)  0.2640
H (-0.76, -0.62, -2.23)  0.3298
H (-1.92, -1.94, -2.15)  0.3244
H (1.31, -1.50, 0.39)  0.3316
H (1.19, -0.67, -1.16)  0.3251

SMILES: SCC1=CSCOC1
Gap between HOMO and LUMO in hartree: 0.334
Lowest unoccupied orbital energy in eV: 0.75



[20]
A single C5H8OSe molecule, computed with wB97M-V/def2-TZVPD.

Each line ends with the Mulliken charge.
Atoms and positions in Å:
C (-1.30, 0.65, -0.71)  0.4965
C (-0.09, -0.05, -1.28)  -0.5423
C (-1.56, 0.21, 1.28)  -0.7880
C (1.22, 0.18, -0.54)  -0.4587
C (1.35, -0.64, 0.73)  -0.9865
O (-2.20, 1.29, -1.16)  -0.4602
Se (0.16, 0.06, 2.21)  0.0089
H (-0.19, -1.11, -1.07)  0.3289
H (-0.04, 0.42, -2.35)  0.2595
H (-2.02, 1.13, 1.49)  0.4007
H (-2.20, -0.79, 1.22)  0.3251
H (2.13, -0.11, -1.13)  0.3037
H (1.27, 1.25, -0.29)  0.3111
H (1.07, -1.68, 0.59)  0.4094
H (2.40, -0.82, 1.01)  0.3919

Gap between HOMO and LUMO in hartree: 0.319
Lowest unoccupied orbital energy in eV: 0.68



We obtain M values of 100.1; 100.1; 100.1; 100.1; 100.1; 100.1; 132.2; 116.1; 116.1; 116.1; 116.1; 181.5; 132.1; 164.2; 116.2; 116.2; 148.3; 148.3; 148.3; 163.1 g mol⁻¹ for the records listed above, in that order.
We obtain ΔE to the lowest compared entry with this formula, charge and spin values of 2.728; 5.783; 2.549; 1.466; 2.423; 4.880; 0.718; 8.617; 2.821; 4.727; 6.409; 2.520; 0.556; 0.676; 2.415; 3.251; 2.971; 1.313; 1.219; 1.246 eV for the records listed above, in that order.